1.
4 unconnected molecules or ions with the total composition C29H41BClN5O8P in a non-equilibrium geometry. Source: OMol25; level of theory: wB97M-V/def2-TZVPD.

Each line ends with the Löwdin charge.
Cartesian coordinates (Å):
1 C -3.73798 2.43068 3.29814  -0.07
2 O -3.87619 1.41083 2.26152  -0.05
3 B -4.30560 2.01032 1.00123  -0.53
4 O -5.59238 2.64110 0.97832  0.08
5 C -3.28060 1.83157 -0.24580  0.08
6 C -3.06314 0.41377 -0.84071  0.00
7 C -3.70905 -0.95396 -0.36262  -0.09
8 C -2.47003 -1.87520 0.13873  -0.13
9 C -1.96925 -1.71158 1.62276  -0.01
10 C -0.74433 -2.53807 2.15888  -0.05
11 C -0.00159 -3.54701 1.20219  -0.05
12 C -0.49552 -3.72381 -0.26217  -0.02
13 C -1.72363 -2.88544 -0.77746  -0.15
14 C -2.16319 -3.13023 -2.32043  -0.08
15 C -2.09055 0.47911 -2.02363  0.14
16 N -1.47919 1.66553 -2.43697  -0.14
17 O -0.64745 1.55644 -3.52237  0.05
18 C 0.51819 0.76586 -3.19259  -0.28
19 O 0.50965 -0.45230 -3.53021  0.11
20 C 1.84069 1.29860 -2.49120  -0.09
21 C 2.04189 1.54232 -0.97712  -0.01
22 C 3.45144 2.03392 -0.47370  -0.05
23 C 4.66140 2.27813 -1.40564  -0.03
24 C 4.45363 2.03751 -2.95117  -0.04
25 C 3.06848 1.56057 -3.44473  -0.01
26 N -1.55030 2.90289 -1.97474  0.17
27 C -2.45783 2.92975 -0.91194  -0.31
28 P -2.67831 4.71621 -0.19563  0.69
29 O -2.33338 4.67493 1.50646  -0.37
30 Cl -4.70464 5.34480 -0.50449  0.21
31 H -2.66121 2.81588 3.26254  0.10
32 H -3.98668 1.91466 4.29883  0.11
33 H -4.46361 3.30968 3.20373  0.10
34 H -6.32715 1.99886 0.87103  0.13
35 H -4.40753 -0.84046 0.54779  0.13
36 H -4.29447 -1.46442 -1.20695  0.13
37 H -2.46684 -0.96846 2.34488  0.09
38 H -0.37352 -2.42358 3.22865  0.08
39 H 0.90601 -4.15388 1.54720  0.09
40 H 0.01768 -4.42075 -1.01492  0.11
41 H -2.39663 -4.24706 -2.47727  0.07
42 H -3.10859 -2.51917 -2.53856  0.06
43 H -1.32883 -2.73436 -3.00337  0.08
44 H -1.86533 -0.49635 -2.58321  0.14
45 H 1.17740 1.35636 -0.25976  0.09
46 H 3.63484 2.19619 0.65350  0.10
47 H 5.70616 2.60541 -1.07545  0.08
48 H 5.30515 2.19112 -3.71168  0.09
49 H 2.95796 1.39477 -4.58151  0.11
50 H -3.14673 4.92633 2.01788  0.06
51 C 9.47403 4.83187 -1.14236  -0.01
52 C 8.22090 4.20687 -1.69136  -0.54
53 O 7.10478 4.53343 -1.30213  0.01
54 N 8.35602 3.24978 -2.65068  0.00
55 C 9.57714 2.73519 -3.23276  -0.07
56 H 9.20982 5.57450 -0.38878  0.09
57 H 10.09815 4.06899 -0.67191  0.09
58 H 10.02477 5.33189 -1.94196  0.09
59 H 7.47455 2.87517 -2.97250  0.11
60 H 9.54602 2.91331 -4.30990  0.09
61 H 9.61876 1.65934 -3.04898  0.09
62 H 10.46391 3.20675 -2.81493  0.08
63 C -3.20354 -7.36404 -3.34451  -0.01
64 C -4.09586 -6.83301 -2.25543  -0.54
65 O -4.14748 -5.63926 -1.97707  0.00
66 N -4.86090 -7.72439 -1.57083  0.01
67 C -4.93790 -9.15824 -1.75083  -0.07
68 H -2.65528 -6.53878 -3.80070  0.08
69 H -2.48178 -8.06938 -2.92699  0.09
70 H -3.80354 -7.84890 -4.11743  0.09
71 H -5.43381 -7.29740 -0.85560  0.14
72 H -5.97055 -9.41915 -1.99233  0.09
73 H -4.65813 -9.63801 -0.81045  0.09
74 H -4.28212 -9.51042 -2.54423  0.08
75 C -0.60820 1.02413 5.12186  -0.01
76 C -1.32673 1.79043 6.19990  -0.55
77 O -2.54426 1.74789 6.32876  0.02
78 N -0.57865 2.54810 7.04671  0.01
79 C 0.85758 2.72451 7.05457  -0.08
80 H -1.33339 0.46766 4.52630  0.07
81 H -0.07608 1.71391 4.46271  0.09
82 H 0.08977 0.31311 5.56918  0.09
83 H -1.12727 3.03347 7.74366  0.14
84 H 1.23869 2.39667 8.02415  0.09
85 H 1.07397 3.78731 6.92582  0.09
86 H 1.34725 2.15870 6.26474  0.07

Atoms 1-6, force components in eV/Å:
-0.056 0.032 1.720
-0.436 2.081 -2.888
-1.065 -0.635 2.749
1.860 -1.528 -0.837
2.328 -2.358 -3.509
1.246 3.658 -1.016

## Properties
Gap between HOMO and LUMO ... 6.2485 eV
Electronic energy ... -2831.1500 Ha
Charge ... +1
Max |F| ... 6.01 eV/A
Energy relative to the best compared isomer or geometry (same formula, charge and spin) ... 12.771 eV

=====

2.
6 unconnected molecules or ions with the total composition C3H18N6O6 in a non-equilibrium geometry. Source: OMol25; level of theory: wB97M-V/def2-TZVPD.

Each line ends with the Löwdin charge.
Cartesian coordinates (Å):
1 O 3.29756 -4.54352 -1.03692  -0.06
2 H 3.57954 -5.32145 -0.55572  0.03
3 H 2.34162 -4.59248 -1.03327  0.02
4 O -0.41255 -1.48102 -3.36605  -0.07
5 H -0.37887 -0.79393 -2.70046  -0.01
6 H 0.49844 -1.75345 -3.47605  0.02
7 O -1.71386 -2.20233 2.10758  -0.33
8 H -1.64282 -2.69878 2.92288  -0.04
9 H -2.65304 -2.05303 1.99857  -0.05
10 C 2.40349 2.65630 -1.79336  -0.82
11 O 3.05155 3.63157 -2.06585  0.02
12 N 1.42448 2.65128 -0.98399  0.17
13 N 2.78400 1.41494 -2.04641  0.16
14 H 1.18653 1.72636 -0.65535  0.08
15 H 1.08541 3.45042 -0.46774  0.12
16 H 3.59049 1.13311 -2.58516  0.11
17 H 2.11810 0.68359 -1.84197  0.04
18 C 0.13842 -0.70366 -0.26487  -0.72
19 O 0.71983 -0.21157 -1.25617  -0.07
20 N -0.96829 -0.24537 0.28436  0.18
21 N 0.50831 -1.79426 0.32928  0.18
22 H -1.38617 -0.74230 1.05802  0.03
23 H -1.33904 0.68184 0.13298  0.10
24 H 1.15582 -2.35778 -0.20296  0.11
25 H -0.10281 -2.12023 1.06438  0.05
26 C -2.86146 2.11035 1.73949  -0.95
27 O -3.70427 2.34031 0.99319  0.10
28 N -2.77178 1.12354 2.52264  0.14
29 N -1.69227 2.69071 1.80399  0.14
30 H -2.13903 1.02678 3.30389  0.07
31 H -3.54693 0.48817 2.39791  0.08
32 H -1.47361 3.37798 1.09692  0.11
33 H -1.09677 2.42805 2.57631  0.10

Atoms 1-6, force components in eV/Å:
0.163 0.177 -0.124
0.084 -0.172 0.147
-0.294 -0.022 -0.030
-0.520 -0.546 -0.738
0.295 0.324 0.362
0.171 0.075 0.086

## Properties
Gap between HOMO and LUMO (spin up / spin down) ... 2.9162 / 9.4237 eV
Electronic energy ... -905.1259 Ha
Charge ... -1
Spin multiplicity ... 2
Expectation value of S² ... 0.750
Max |F| ... 7.97 eV/A

=====

3.
C9H13O3 in the gas phase in a non-equilibrium geometry. Source: OMol25; level of theory: wB97M-V/def2-TZVPD.

Each line ends with the Löwdin charge.
Cartesian coordinates (Å):
1 C -2.24299 0.07151 1.18423  -0.09
2 C -1.70077 0.44820 -0.16699  -0.30
3 C -2.43259 -0.23534 -1.31497  -0.07
4 C -0.01685 0.16770 -0.55306  -0.40
5 C 0.48312 -1.25260 -0.21605  -0.01
6 C 1.76477 -1.67339 -0.14292  -0.02
7 C 2.99023 -0.84208 0.00643  -0.26
8 C 2.63976 0.63940 0.15917  -0.11
9 C 1.14178 0.99501 0.36805  -0.23
10 O 0.98231 2.36269 0.43344  -0.01
11 O 3.39266 0.07477 -0.94408  0.01
12 O -0.13295 0.59167 -1.77273  0.07
13 H -2.26138 -1.01833 1.34707  0.08
14 H -1.70960 0.55914 2.01739  0.08
15 H -3.29604 0.41837 1.26361  0.09
16 H -1.80931 1.54622 -0.24938  0.13
17 H -2.21333 -1.31310 -1.26759  0.09
18 H -3.51618 -0.08637 -1.41323  0.09
19 H -1.92268 0.14456 -2.20489  0.07
20 H -0.27140 -1.95659 0.17867  0.11
21 H 1.95892 -2.76378 -0.10074  0.11
22 H 3.85955 -1.32158 0.45394  0.14
23 H 3.34535 1.23555 0.72448  0.15
24 H 0.86950 0.66172 1.38894  0.15
25 H 0.09813 2.54664 0.82118  0.11

Atoms 1-6, force components in eV/Å:
-0.071 -0.319 0.828
0.714 0.668 0.178
0.533 -0.287 -0.459
0.771 0.229 2.823
-0.423 -0.690 0.011
-0.444 -0.796 -0.301

## Properties
Gap between HOMO and LUMO (spin up / spin down) ... 9.7728 / 7.5047 eV
Electronic energy ... -576.2392 Ha
Charge ... 0
Spin multiplicity ... 2
Expectation value of S² ... 0.756
Max |F| ... 2.94 eV/A
Energy relative to the best compared isomer or geometry (same formula, charge and spin) ... 3.228 eV

=====

4.
2 unconnected molecules or ions with the total composition C5H11Br2FNO2 in a non-equilibrium geometry. Source: OMol25; level of theory: wB97M-V/def2-TZVPD.

Each line ends with the Löwdin charge.
Cartesian coordinates (Å):
1 C 0.14686 -1.59113 1.67498  -0.14
2 C -0.81894 -0.60575 0.96901  -0.75
3 Br 0.02766 1.15763 0.90769  0.69
4 C -2.15870 -0.63488 1.74510  -0.71
5 Br -3.12085 1.16674 1.86453  0.45
6 N -2.98686 -1.63991 1.11302  -0.05
7 F -3.13586 -2.90889 2.02382  -0.31
8 H -0.39392 -2.53122 1.78665  0.07
9 H 1.07990 -1.69776 1.13413  0.07
10 H 0.28179 -1.21191 2.68781  0.07
11 H -0.91965 -0.95202 -0.05842  0.08
12 H -1.94062 -0.96262 2.75175  0.09
13 H -2.58995 -1.98708 0.24867  0.12
14 H -3.94655 -1.27437 1.01579  0.11
15 O 2.87952 3.59216 -3.09648  -0.15
16 C 2.72755 2.30621 -3.22458  -0.40
17 C 2.39553 1.61520 -1.74516  -0.42
18 O 2.26202 0.32196 -1.86696  -0.16
19 H 3.59874 1.73236 -3.60399  0.10
20 H 1.89684 1.96039 -3.87608  0.10
21 H 1.50970 2.17345 -1.37541  0.06
22 H 3.20581 1.97143 -1.07586  0.10

Atoms 1-6, force components in eV/Å:
-0.903 0.634 0.101
1.027 -0.446 0.817
-0.075 -0.408 -0.049
0.484 -1.510 -2.325
-0.555 0.292 0.281
0.674 7.192 -2.963

## Properties
Gap between HOMO and LUMO ... 1.8712 eV
Electronic energy ... -5649.9389 Ha
Charge ... -1
Max |F| ... 7.81 eV/A

=====

> charge of number 3 (C9H13O3)?

0